Model A:
15
Properties=species:S:1:pos:R:3 method="wB97M-V/def2-TZVPD" homo_energy_ha=-0.153 total_charge=-1 orbital_gap_ev=8.3489
C 1.1965 1.0307 0.9643
N 0.4097 1.0262 -0.2643
C 0.7843 -0.2190 -1.0592
C 0.2520 -1.4953 -0.3531
O 1.1119 -2.2705 0.1072
O -0.9958 -1.6269 -0.3685
H 1.4083 0.0715 1.4479
H 0.6650 1.5479 1.7821
H 2.1051 1.6134 0.8117
H -0.5729 0.9061 -0.0144
H 1.8699 -0.1443 -1.1000
H 0.3644 -0.0648 -2.0529
H -2.5924 -0.5929 0.5776
H -2.7947 0.1824 -0.6517
O -3.2112 0.0356 0.1733

=====

Model B:
15
Properties=species:S:1:pos:R:3 method="wB97M-V/def2-TZVPD" homo_energy_ha=-0.158 total_charge=-1 orbital_gap_ev=8.3905
C 0.7283 -0.3551 -0.4869
C -0.7061 0.1162 -0.7640
C -1.2540 1.1634 0.3685
O -2.2600 1.7741 -0.0022
O -0.6339 1.2639 1.4600
N 1.5582 -0.2927 -1.7254
H 1.1940 0.2848 0.3242
H 0.7526 -1.3711 -0.1261
H -0.8822 0.6433 -1.6991
H -1.3113 -0.8075 -0.7185
H 1.6774 0.6843 -1.9534
H 0.9656 -0.6732 -2.4665
H -0.0183 -0.2617 2.0419
H -0.2193 -1.1414 3.2344
O 0.4090 -1.0273 2.5132

=====

Short version: model B is the most stable of them.

=====

Model A:
19
Properties=species:S:1:pos:R:3 method="wB97M-V/def2-TZVPD" homo_energy_ha=-0.322 total_charge=0 orbital_gap_ev=8.9099
C 0.8546 1.3855 -0.1062
C 1.9077 0.6254 -0.1075
C 1.9408 -0.9042 -0.0322
C -0.3757 -0.8121 0.0240
C -1.5051 -1.6487 -0.0661
C -2.7889 -1.0290 0.1480
C -2.8268 0.3658 0.0384
C -1.6841 1.1495 -0.1424
C -0.3722 0.6187 -0.0591
H -0.0906 3.4084 0.1259
H 1.6921 3.1451 0.5737
H 2.8253 1.1265 0.0109
H -1.4135 -2.7085 0.0169
H -3.6654 -1.6228 0.2239
H -3.8122 1.0314 0.2863
H -1.7080 2.2541 0.1510
N 0.8424 2.8010 0.0247
O 2.9371 -1.5323 0.2289
O 0.7345 -1.5610 -0.1967

=====

Model B:
19
Properties=species:S:1:pos:R:3 method="wB97M-V/def2-TZVPD" homo_energy_ha=-0.347 total_charge=0 orbital_gap_ev=8.6563
C -1.8496 0.5047 -0.0165
C -1.2346 -0.9297 0.1364
C 0.2729 -0.5919 -0.1039
C 1.4346 -1.3616 0.0011
C 2.7459 -0.7489 -0.2078
C 2.8587 0.6463 -0.0218
C 1.7018 1.4485 0.0225
C 0.3950 0.7554 -0.0509
C -0.9040 1.5699 -0.0836
H -4.6285 -0.8917 -0.3653
H -1.6064 -1.1630 1.2467
H -1.7045 -1.8034 -0.4533
H 1.2034 -2.4652 0.2237
H 3.7580 -1.2145 -0.0486
H 3.7829 1.2494 -0.1709
H 1.6155 2.5632 0.0895
N -3.1042 0.4786 -0.1415
O -3.5721 -0.8323 -0.0740
O -1.1648 2.7860 0.0182

=====

Model C:
19
Properties=species:S:1:pos:R:3 method="wB97M-V/def2-TZVPD" homo_energy_ha=-0.317 total_charge=0 orbital_gap_ev=9.0398
C 1.0381 1.3236 0.0083
C 2.2423 0.7221 -0.0515
C 2.4207 -0.7252 -0.0352
C -0.0670 -0.8647 0.1185
C -1.2093 -1.6425 0.1099
C -2.4681 -1.0944 -0.0325
C -2.6273 0.3212 -0.0824
C -1.4890 1.1023 -0.0336
C -0.2094 0.5312 0.0629
H 1.8120 3.0277 0.0978
H 3.1275 1.3524 -0.1087
H 1.3941 -2.4087 0.0705
H -1.0632 -2.7362 0.2106
H -3.3262 -1.7833 -0.1625
H -3.6304 0.7619 -0.1822
H -1.5127 2.1699 -0.0899
N 1.2151 -1.3849 0.0729
O 0.8894 2.6550 0.1035
O 3.4633 -1.3274 -0.0764

=====

Short version: model C is the most stable of them.

=====

Model A:
50
Properties=species:S:1:pos:R:3 method="wB97M-V/def2-TZVPD" homo_energy_ha=-0.302 total_charge=0 orbital_gap_ev=7.9470
O -2.8298 -2.6680 1.0876
C -2.3766 -1.8311 0.3468
N -1.3588 -2.0833 -0.5912
C -1.0118 -0.9590 -1.2724
O -0.1785 -0.9059 -2.1464
C -1.8752 0.1612 -0.7265
C -2.6848 -0.4199 0.2111
Cl -3.9043 0.2490 1.2343
N -1.7731 1.4232 -1.1652
C -2.5613 2.5023 -0.6173
H -3.5014 2.1268 -0.2237
C -1.7503 3.2193 0.4913
N -0.3176 3.1404 0.2606
C -0.0411 3.1496 -1.1569
H -0.4694 4.0736 -1.5553
C -0.6261 1.9182 -1.8983
H 0.1253 1.1378 -1.9867
H -0.9419 2.2055 -2.9076
H 1.0377 3.1837 -1.3115
C 0.3412 2.0797 1.0241
C 1.8013 1.9673 0.6845
C 2.3122 0.8084 0.1165
C 3.6579 0.7145 -0.1950
C 4.5042 1.7800 0.0550
C 4.0012 2.9413 0.6196
C 2.6581 3.0336 0.9340
H 2.2582 3.9367 1.3703
H 4.6590 3.7751 0.8171
H 5.5539 1.7075 -0.1887
H 4.0384 -0.1948 -0.6351
H 1.6621 -0.0320 -0.0829
H -0.1335 1.0964 0.8924
H 0.2411 2.3574 2.0800
H -2.0401 4.2758 0.5161
H -1.9802 2.7797 1.4624
H -2.7725 3.1951 -1.4369
C -0.6439 -3.3409 -0.6952
C 0.7624 -3.1703 -0.1799
C 1.8587 -3.3525 -1.0093
C 3.1401 -3.1447 -0.5278
C 3.3347 -2.7419 0.7820
C 2.2433 -2.5511 1.6133
C 0.9638 -2.7664 1.1353
H 0.1106 -2.6212 1.7832
H 2.3900 -2.2325 2.6346
H 4.3336 -2.5730 1.1562
H 3.9879 -3.2921 -1.1809
H 1.7086 -3.6517 -2.0360
H -1.2041 -4.0585 -0.0889
H -0.6368 -3.6621 -1.7400

=====

Model B:
50
Properties=species:S:1:pos:R:3 method="wB97M-V/def2-TZVPD" homo_energy_ha=-0.297 total_charge=0 orbital_gap_ev=8.1356
C 3.8526 0.4906 0.2111
N 2.7696 1.4392 0.0789
C 1.7419 0.9605 -0.8250
C 0.6698 2.0295 -1.0024
N 0.0841 2.3141 0.2986
C -1.1554 2.9956 0.2619
C -1.2949 4.3486 0.5358
C -2.5390 4.9551 0.4911
C -3.6580 4.2122 0.1637
C -3.5456 2.8570 -0.0930
C -2.3048 2.2368 -0.0317
N -2.1322 0.8614 -0.2090
C -3.0655 -0.0766 -0.5252
O -4.2279 0.1474 -0.8068
C -2.5525 -1.4582 -0.4995
C -3.2785 -2.6212 -0.5825
C -2.3542 -3.6730 -0.4767
C -1.1136 -3.0922 -0.3474
C 0.2005 -3.6970 -0.2338
C 1.3486 -2.9763 -0.5633
C 2.5966 -3.5584 -0.4568
C 2.7279 -4.8676 -0.0260
C 1.5852 -5.5855 0.2944
C 0.3286 -5.0182 0.1973
H -0.5439 -5.5910 0.4652
Cl 1.7329 -7.2225 0.8309
H 3.6988 -5.3285 0.0589
H 3.4783 -2.9914 -0.7157
H 1.2500 -1.9635 -0.9201
O -1.2349 -1.7441 -0.3610
H -2.5703 -4.7207 -0.5125
H -4.3402 -2.6855 -0.6998
H -1.2008 0.5424 0.0328
H -4.4162 2.2690 -0.3293
H -4.6278 4.6832 0.1160
H -2.6268 6.0103 0.7026
H -0.4234 4.9377 0.7772
C 1.1068 2.8381 1.1812
C 2.1778 1.7652 1.3633
H 2.9634 2.1421 2.0220
H 1.7227 0.8747 1.8351
H 0.6541 3.0787 2.1451
H 1.5879 3.7399 0.7706
H -0.1033 1.6810 -1.6898
H 1.1329 2.9336 -1.4299
H 2.2013 0.7324 -1.7897
H 1.2648 0.0437 -0.4314
H 4.2897 0.3114 -0.7704
H 3.5250 -0.4730 0.6345
H 4.6177 0.9131 0.8606

=====

Short version: model A is the most stable of them.

=====

Model A:
30
Properties=species:S:1:pos:R:3 method="wB97M-V/def2-TZVPD" homo_energy_ha=-0.400 total_charge=0 orbital_gap_ev=10.2705
H 0.3946 0.4539 0.1009
H 0.2247 0.6850 -1.3449
H -1.6697 -3.0294 0.8607
H -1.7677 -1.5901 1.4252
H 1.4100 3.1443 1.8023
H 0.9800 2.2425 0.8555
H 1.6874 0.2500 3.2030
H 1.9246 0.9228 4.5431
H 2.0524 -0.0345 0.1558
H 3.4408 -0.1988 0.4036
H -3.2305 0.7505 -0.0818
H -2.6592 -0.5205 -0.4532
H 1.1548 -1.1203 -3.7165
H 2.2209 -1.7557 -4.6190
H -0.4363 2.5479 2.6760
H -0.9691 2.0385 1.2281
H -0.0171 -5.0522 -2.1210
H 0.4884 -3.5575 -1.8850
H -2.0401 2.3210 -0.9591
H -1.8088 1.0874 -1.5048
O 0.5407 1.1090 -0.5282
O -2.0319 -2.1261 0.6919
O 1.2216 3.1694 0.9079
O 1.2300 0.4652 4.0842
O 2.8342 0.0499 -0.3250
O -2.9051 -0.0842 0.3193
O 1.5006 -1.9412 -4.1080
O -1.1728 2.1395 2.1922
O -0.1597 -4.1026 -2.2337
O -2.4375 1.7363 -1.5694

=====

Model B:
30
Properties=species:S:1:pos:R:3 method="wB97M-V/def2-TZVPD" homo_energy_ha=-0.409 total_charge=0 orbital_gap_ev=11.1554
O -2.6428 -1.2684 -2.3860
H -3.4220 -1.4361 -1.8650
H -2.8007 -0.7918 -3.1967
O 3.0033 0.3127 3.1729
H 2.2045 0.5700 3.6300
H 3.2459 1.0447 2.6094
O 3.3150 1.8227 0.1864
H 3.9397 1.2562 -0.2773
H 2.4473 1.4961 -0.0674
O 1.3782 -1.8066 1.3914
H 1.7828 -1.9862 0.5401
H 1.6259 -0.8724 1.4532
O -1.6192 3.6877 -1.0464
H -1.3217 3.2594 -1.8697
H -1.0648 3.0423 -0.5743
O 0.1718 -1.5933 -3.3309
H -0.5329 -2.2238 -3.4926
H 0.6231 -1.4618 -4.1708
O -0.4984 -0.5969 3.3241
H -0.2729 -1.4997 3.0855
H 0.2476 -0.0975 3.6394
O -1.1691 0.6708 -0.4929
H -1.4628 -0.2458 -0.5305
H -0.4912 0.7525 0.1731
O 2.1182 -0.6117 -1.3994
H 1.3642 -0.4338 -2.0148
H 1.5475 -1.3851 -1.2110
O -4.0539 -0.4806 0.7603
H -3.3377 -0.4939 1.4012
H -4.4059 0.4103 0.8672

=====

Model C:
30
Properties=species:S:1:pos:R:3 method="wB97M-V/def2-TZVPD" homo_energy_ha=-0.389 total_charge=0 orbital_gap_ev=10.5738
H -0.9499 0.8769 -0.7562
H -0.0062 -0.2170 -0.9783
H -0.3688 2.9347 -0.1416
H -0.7625 4.2028 0.3129
H 3.3059 2.4390 -0.1013
H 2.7453 3.7417 -0.3369
H -3.3055 2.3302 -2.2115
H -2.6773 1.6202 -0.9810
H 0.0363 -2.8489 1.1464
H 0.2614 -3.6521 2.4079
H 3.1533 -2.6657 -2.2396
H 3.4250 -2.9025 -0.7597
H 3.0637 0.1808 0.2773
H 2.8912 -0.2489 1.7817
H -0.1912 1.4372 3.4187
H -1.5859 0.8084 3.2681
H -1.5510 -2.3730 -2.3564
H -0.2351 -2.2844 -1.8081
H -3.5356 -2.0169 0.4640
H -4.6669 -1.0628 0.6438
O 0.0114 0.6987 -0.8435
O -0.0073 3.6393 0.4879
O 2.8992 2.8936 -0.8047
O -2.7725 1.6004 -1.9925
O 0.3516 -3.7109 1.4396
O 3.8258 -2.5625 -1.5608
O 2.4806 -0.1326 0.8934
O -0.6438 0.6893 3.0835
O -1.0197 -1.8599 -1.6807
O -4.1716 -1.5554 -0.0727

=====

Short version: model B is the most stable of them.

=====

Model A:
22
Properties=species:S:1:pos:R:3 method="wB97M-V/def2-TZVPD" homo_energy_ha=-0.240 total_charge=0 orbital_gap_ev=7.5503
C 1.6427 0.3935 -1.6445
C 2.4628 0.3383 -0.4818
C 1.8405 0.0002 0.7564
C 0.4355 -0.3116 0.8143
C -1.5561 -0.8735 2.0644
C -2.4059 -0.1927 1.0795
C -0.4230 -0.1183 -0.4319
C 0.1891 0.1595 -1.6053
H 1.2862 0.9093 -3.6555
H 2.9343 1.4452 -2.9278
H 3.4617 0.5547 -0.7232
H 2.3347 -0.0267 1.6518
H 0.1078 -1.0684 2.7731
H -1.3050 -1.8873 1.6078
H -2.0839 -0.7766 3.0185
H -2.8074 0.8664 1.4450
H -3.2421 -0.9004 0.7325
H -2.3475 0.3665 -0.9950
H -0.5440 0.6545 -2.4064
N 2.0262 0.9488 -2.8614
N -0.2301 -0.3570 2.0810
N -1.7765 -0.1245 -0.2916

=====

Model B:
22
Properties=species:S:1:pos:R:3 method="wB97M-V/def2-TZVPD" homo_energy_ha=-0.283 total_charge=0 orbital_gap_ev=8.6334
C 3.0094 -0.1287 0.9179
C 3.7806 -1.3468 0.9244
C 2.0449 -0.4353 0.0235
C 1.2240 -2.1556 -1.2679
C 0.2659 -1.2375 -1.4520
C -0.5180 0.4662 1.3158
C -1.9044 0.7983 -0.6621
C -0.4734 0.8124 -0.1645
N 3.3021 -2.2467 0.0952
N 2.1713 -1.6849 -0.3794
N 0.4202 -0.0325 -0.8210
H 3.2121 0.8391 1.4684
H 4.8106 -1.4632 1.2604
H 1.1432 -3.0536 -1.7274
H -0.6717 -1.3524 -2.0450
H -0.7366 1.3905 1.8411
H -1.2846 -0.2436 1.7293
H 0.5255 0.2674 1.6060
H -2.2132 -0.1720 -0.2950
H -1.8858 0.8214 -1.7429
H -2.4817 1.6702 -0.3147
H -0.0535 1.8651 -0.2669

=====

Short version: model A is the most stable of them.